[1]
# C18H31Cl2InN4O4

C18H31Cl2InN4O4 as an isolated structure at a distorted geometry (ωB97M-V/def2-TZVPD, the OMol25 dataset).

Positions of all 60 atoms, in Å:
O 3.82140 1.71639 -0.88234
C 3.12219 1.97139 -1.87012
C 2.27354 3.22172 -2.04269
C 1.55685 3.76107 -0.96044
H 1.34469 3.11783 -0.09764
C 1.15724 5.10181 -1.01335
H 0.66683 5.52758 -0.14953
C 1.37736 5.88211 -2.14898
H 1.11340 6.93769 -2.15468
C 1.78997 5.22693 -3.30366
H 1.79569 5.78140 -4.23526
C 2.18877 3.87718 -3.27498
H 2.45124 3.33037 -4.18754
H 2.98276 1.24134 -2.74234
C 0.06881 -0.67753 -3.35265
C -0.82082 0.16400 -2.50028
H 0.11571 -0.32866 -4.41762
H -0.30781 -1.73597 -3.36485
H 1.14572 -0.67926 -3.01615
C -1.30990 1.36023 -2.82590
C -2.27840 1.52244 -3.95329
H -1.01379 2.28367 -2.30357
H -1.95059 2.36431 -4.58270
H -3.25520 1.83018 -3.56311
H -2.38270 0.61288 -4.56659
In -0.74310 -0.28014 -0.34068
Cl -1.69856 1.86335 0.33220
Cl -2.76299 -1.24319 -1.44168
C -2.89269 -1.19408 1.64596
O -1.65832 -1.39631 1.43389
N -3.63308 -2.04852 2.34266
C -3.10153 -3.31966 2.81801
C -5.04841 -1.80523 2.58973
H -3.41175 -0.30839 1.24806
H -2.04409 -3.38795 2.56792
H -3.65372 -4.14286 2.34386
H -3.24622 -3.37006 3.90444
H -5.29332 -0.80656 2.21296
H -5.26038 -1.85464 3.66883
H -5.67541 -2.55123 2.07595
H 1.97107 -5.05958 -0.75919
H 4.42288 -3.73816 -0.38111
C 1.86825 -4.27715 -1.52181
C 3.99252 -3.02279 -1.09966
N 2.53755 -3.05690 -1.08381
H 0.81124 -4.07076 -1.70153
C 1.84676 -2.01784 -0.61109
O 0.58090 -2.03833 -0.56125
H 4.30266 -2.00477 -0.83174
H 2.43997 -1.14956 -0.27943
H 2.35024 -4.63206 -2.43805
H 4.37389 -3.28370 -2.09775
N 0.05194 1.21035 3.06390
C 0.55165 0.10737 2.49910
N 0.86595 -0.90666 3.37098
O 0.82146 0.00685 1.26465
H -0.13054 1.16352 4.05320
H -0.48768 1.85384 2.48618
H 0.96459 -1.82396 2.97287
H 0.45862 -0.86440 4.30055

Atomic forces in eV per Å
-1.574 0.549 -2.206
-0.407 -0.596 0.691
-0.161 -0.362 0.486
0.640 0.377 0.061
0.287 0.490 -0.185
-0.032 -0.512 0.208
-0.042 0.049 0.041
-0.278 -0.764 0.074
0.073 -0.244 -0.059
0.105 -0.337 -0.292
0.075 -0.164 -0.039
0.305 0.346 0.139
0.211 0.431 0.285
0.626 0.553 0.803
-0.815 -1.752 -1.433
3.612 1.814 1.275
-0.243 -0.226 0.671
0.654 0.502 -0.067
-1.136 0.061 -0.013
-0.156 0.243 -0.611
0.757 0.728 -0.924
-1.135 -0.577 0.607
-0.208 -0.140 -0.243
0.037 -0.315 0.056
-0.033 0.311 0.268
-0.373 0.570 -1.153
-0.277 0.576 0.934
-1.265 -1.141 0.399
1.401 -0.459 -0.445
-1.427 0.448 0.522
-0.174 -0.061 0.056
-0.185 0.119 0.025
-0.003 0.118 -0.101
0.214 -0.204 0.151
-0.153 0.022 0.015
0.169 0.168 0.117
0.099 -0.111 -0.178
-0.078 -0.255 0.117
0.089 0.057 -0.310
0.260 0.228 0.111
-0.065 0.136 -0.094
-0.191 0.212 -0.145
0.083 0.002 0.014
0.090 0.041 0.054
0.123 0.192 0.143
0.230 -0.012 0.044
-1.964 -0.418 -0.220
2.353 -0.524 0.136
0.121 -0.338 -0.128
-0.223 -0.191 -0.093
-0.129 0.090 0.088
-0.158 0.189 0.243
-0.252 0.231 0.144
0.704 -0.611 -1.234
-0.169 0.371 0.136
-0.243 0.122 1.910
-0.188 0.273 -0.156
0.196 -0.151 -0.128
0.043 0.031 -0.121
0.183 -0.183 -0.446

Summary:
frontier orbital gap	5.80	eV
spin multiplicity	1
electronic energy	-2334.99442	Eh
E_LUMO	0.038	eV
highest occupied orbital energy	-5.76	eV
net charge	0

Löwdin atomic charge list, values in e, 6 entries: O 0.023; C -0.188; C -0.195; C -0.025; H 0.111; C -0.072

---

[2]
# C18H31Cl8N5

A 9-piece molecular cluster, C18H31Cl8N5 overall at a distorted geometry (ωB97M-V/def2-TZVPD, the OMol25 dataset).

Positions of all 62 atoms, in Å:
C 5.21791 -0.59247 0.34872
C 5.05200 0.48262 1.31761
N 4.89878 1.32764 2.08049
H 6.24536 -0.69582 0.02257
H 4.60388 -0.33540 -0.52150
H 4.78070 -1.50121 0.75114
C -3.56527 -3.78339 3.12037
C -2.65925 -3.69768 1.98386
N -1.95928 -3.69771 1.11185
H -4.28197 -4.58596 3.00440
H -4.04339 -2.81724 3.23951
H -2.93396 -3.96518 3.99146
C 0.09082 -0.84433 -0.05020
C 1.26068 -0.65169 0.76322
N 2.18783 -0.47644 1.39571
H -0.76316 -1.05375 0.57651
H 0.30470 -1.62835 -0.77544
H -0.11825 0.00160 -0.69740
C -3.41102 -3.72391 -1.96680
C -2.37346 -2.76452 -2.29832
N -1.58091 -1.96242 -2.52351
H -3.05639 -4.35514 -1.15065
H -3.73330 -4.40368 -2.74806
H -4.25381 -3.14070 -1.59742
C 4.13753 2.91037 -1.76228
C 3.07747 1.93449 -1.57574
N 2.23857 1.19546 -1.38659
H 3.74999 3.79451 -2.25636
H 4.91576 2.45095 -2.37391
H 4.57694 3.15834 -0.79801
Cl 1.01066 -0.95085 5.94717
C 2.01107 -0.99405 4.46771
C 3.47341 -0.89353 4.77859
Cl 3.94851 0.72220 5.32836
H 1.66778 -0.19910 3.81953
H 1.84944 -1.92379 3.91962
H 4.00991 -1.05771 3.84166
H 3.80883 -1.63847 5.49068
Cl 1.43393 -0.31475 -5.31709
C -0.25510 0.23820 -5.21931
C -0.46320 1.15278 -4.06384
Cl 0.43379 2.68526 -4.36984
H -0.85694 -0.66609 -5.20534
H -0.53833 0.75316 -6.13933
H -0.00477 0.73972 -3.17181
H -1.48643 1.42485 -3.84264
Cl -1.59667 2.30944 -0.93127
C -0.07475 3.15614 -0.64039
C -0.18507 4.60498 -0.26486
Cl 1.40185 5.38793 -0.36091
H 0.61414 2.97728 -1.46249
H 0.42381 2.62720 0.17948
H -0.60641 4.71704 0.73210
H -0.84816 5.15496 -0.93236
Cl -5.09963 -1.58350 0.92953
C -4.23379 -0.01659 0.90607
C -5.12940 1.03650 0.31829
Cl -5.16579 0.90383 -1.45854
H -3.32605 -0.08905 0.31389
H -3.94742 0.22613 1.92635
H -4.72432 2.00534 0.60074
H -6.15041 0.92557 0.65502

Atomic forces in eV per Å
-0.753 0.370 -0.382
0.113 0.124 0.206
0.157 0.006 -0.192
0.161 -0.167 0.183
0.095 -0.056 0.048
0.268 -0.176 0.068
0.764 0.373 0.272
-2.651 -0.404 2.898
2.595 0.166 -3.214
-0.131 -0.025 -0.086
-0.282 -0.061 0.079
-0.228 -0.088 0.128
0.041 -0.142 -0.816
-0.881 0.241 -0.680
1.277 -0.033 0.954
-0.257 -0.341 -0.034
-0.297 -0.375 0.299
0.116 0.381 0.306
-0.151 -0.178 0.768
0.272 0.095 -0.403
-0.192 -0.158 -0.039
0.046 0.172 0.089
0.170 0.336 -0.455
-0.174 -0.162 -0.011
0.336 -0.372 -0.069
1.133 1.193 -0.082
-1.231 -1.261 0.069
-0.018 0.110 -0.006
-0.021 0.156 -0.074
-0.104 0.113 0.055
-0.111 -0.154 -0.007
-0.066 -0.167 -0.124
0.306 0.084 -0.703
0.011 0.083 0.309
0.131 0.211 0.055
-0.209 -0.083 0.310
-0.015 0.043 0.024
-0.094 0.028 0.240
0.064 0.049 -0.124
-0.550 -0.235 -0.915
0.741 0.180 0.683
-0.152 0.175 0.075
-0.119 0.011 0.534
0.395 -0.017 -0.066
-0.092 -0.084 0.165
-0.226 -0.122 -0.262
-0.467 0.259 -0.088
1.604 -0.718 0.698
-1.168 0.361 -0.320
0.177 -0.050 0.159
-0.525 0.275 -0.388
-0.236 0.027 0.008
0.290 0.049 0.119
0.104 -0.095 -0.145
0.200 -0.071 -0.068
-0.007 -0.029 -0.006
0.240 0.098 0.028
0.005 0.103 -0.061
0.030 -0.315 -0.055
-0.180 -0.022 0.098
-0.130 0.173 -0.231
-0.126 0.118 0.175

Summary:
frontier orbital gap	10.28	eV
spin multiplicity	1
electronic energy	-4659.75483	Eh
E_LUMO	0.265	eV
highest occupied orbital energy	-10.01	eV
net charge	0

Löwdin atomic charge list, values in e, 6 entries: C -0.083; C -0.323; N 0.135; H 0.077; H 0.061; H 0.071

---

[3]
# C18H31F3INO9P2

One molecule with the formula C18H31F3INO9P2 at a distorted geometry (ωB97M-V/def2-TZVPD, the OMol25 dataset).

Positions of all 65 atoms, in Å:
C -1.56310 -2.32054 4.26978
C -0.67601 -3.08334 3.25486
C 0.28824 -2.39433 2.25064
C -0.00901 -1.05815 1.51574
O -0.68766 -0.13901 2.31018
C -0.08492 0.36478 3.49905
C 0.32416 1.88982 3.46066
N -0.92560 -1.18299 0.28458
C -2.07994 -2.07760 0.41454
F -2.85337 -1.86206 1.46037
F -2.89146 -1.88273 -0.68123
F -1.74605 -3.37795 0.24903
C -1.19337 0.13518 -0.39476
C -2.44312 0.96389 0.04254
C -3.58995 1.12061 -1.01678
C -3.13996 1.64557 -2.42065
I -4.95581 1.72550 -3.64688
C 0.06166 1.11447 -0.34686
C 0.16275 1.95939 -1.67791
C 1.66053 1.99935 -2.19442
O 1.85785 3.06807 -3.14758
C 1.13182 2.85969 -4.30568
C 1.39338 1.69306 -5.29014
O 0.25644 3.63230 -4.55162
O 1.21272 0.29274 -0.28884
C 1.33791 -0.57005 0.84958
P 2.38823 -2.00362 0.10610
P 3.41054 -1.26034 -1.66956
O 2.47595 -1.34758 -2.82472
O 4.11224 0.19286 -1.47140
O 4.64195 -2.34340 -1.96730
C 2.40067 0.08825 1.81355
O 2.75967 1.24234 1.54427
O 2.91530 -0.52234 2.79125
H -0.96242 -1.97557 5.14533
H -2.31473 -3.03520 4.68925
H -2.12723 -1.44433 3.89427
H -1.35285 -3.78361 2.69851
H -0.04945 -3.78862 3.86001
H 0.43506 -3.18127 1.46159
H 1.30454 -2.29462 2.71696
H 0.77588 -0.25542 3.85371
H -0.83206 0.29699 4.32940
H 0.73120 2.20197 2.48006
H 1.02750 2.04368 4.30208
H -0.61383 2.48064 3.62285
H -0.31824 -1.69768 -0.38930
H -1.31491 -0.09885 -1.48007
H -2.11269 2.00053 0.30189
H -2.92845 0.58744 0.97661
H -4.20788 0.21310 -1.17724
H -4.28680 1.89424 -0.60577
H -2.72922 2.67153 -2.37087
H -2.48365 0.92337 -2.94427
H -0.00161 1.85423 0.47934
H -0.11209 3.01000 -1.43207
H -0.43135 1.52376 -2.50695
H 1.81344 1.04172 -2.74610
H 2.39271 2.15194 -1.38164
H 1.73659 0.75237 -4.80137
H 0.42366 1.45407 -5.78078
H 2.10095 1.97834 -6.09911
H 1.50292 -3.01889 -0.38309
H 4.82432 0.10833 -0.80406
H 4.15803 -3.17601 -2.12959

Atomic forces in eV per Å
-0.036 0.068 0.854
-0.852 -0.852 0.162
0.562 -1.067 -0.401
1.185 0.137 1.155
-0.152 0.227 -0.886
0.910 0.896 2.086
-1.220 -0.727 -0.382
0.762 -0.995 0.014
-2.887 -0.906 -2.242
1.185 -0.302 -0.040
0.791 0.514 0.678
0.543 1.125 1.231
-0.726 2.775 -1.260
-0.889 0.029 0.286
-0.092 0.615 -0.295
-0.602 -0.448 0.565
0.678 0.089 0.267
-0.050 -0.469 -0.669
1.075 0.176 0.494
-0.404 -0.681 -0.259
-0.350 -0.898 -0.297
-0.148 -0.082 -0.289
-0.063 -0.613 0.398
-0.339 0.489 -0.289
-1.097 -0.255 0.306
1.049 -0.141 -1.001
0.767 -0.838 2.261
-0.487 -0.070 -2.737
0.417 0.606 0.631
0.035 -2.257 0.533
-1.317 1.066 1.196
2.262 1.323 2.572
-1.056 0.253 -1.483
-1.738 -1.448 -0.996
-0.384 -0.144 -0.688
0.602 0.492 -0.375
0.426 -0.634 -0.043
0.504 0.694 0.265
-0.323 0.652 -0.576
0.063 0.712 0.580
-0.837 0.438 -0.385
-0.549 0.418 -0.777
0.295 -0.175 -0.931
0.256 -0.296 0.811
-0.284 0.137 -0.691
0.814 -0.314 0.026
-0.080 0.251 0.223
0.142 -0.269 0.967
-0.025 -0.873 -0.188
0.607 0.142 -0.671
0.605 0.355 0.303
0.487 -0.669 -0.238
-0.120 -0.715 -0.238
-0.344 0.688 0.213
0.094 -0.880 -0.091
-0.199 -0.745 -0.492
0.072 0.482 0.621
0.337 0.558 0.857
-0.484 -0.175 -0.513
0.065 0.757 -0.300
0.635 0.372 0.370
-0.316 -0.030 0.759
-0.037 0.771 -0.635
-0.246 0.452 -0.178
0.507 0.205 -0.145

Summary:
frontier orbital gap	8.12	eV
spin multiplicity	1
electronic energy	-2716.33112	Eh
E_LUMO	-0.096	eV
highest occupied orbital energy	-8.22	eV
net charge	0

Löwdin atomic charge list, values in e, 6 entries: C -0.117; C -0.215; C -0.130; C -0.336; O -0.066; C -0.210